No. 1
The following is a quantum chemistry calculation of 2 unconnected molecules or ions with the total composition C11H15N, from the Open Molecules 2025 dataset.

Output
- ⟨S²⟩: 0.77
- Gap between HOMO and LUMO (alpha / beta): 9.281 / 6.687 eV
- Maximum force: 0.97 eV/A
- Multiplicity: 2
- Charge: +1
- Lowest unoccupied orbital energy (alpha / beta): -3.718 / -6.928 eV
- Energy above the lowest of the compared OMol25 structures with the same formula, charge and spin: 2.4 kcal/mol

XYZ file:
```
27
Properties=species:S:1:pos:R:3:mulliken_spin:R:1
N 1.3145 0.3173 -3.4899 0.131
C 0.4104 0.1700 -1.4060 -0.010
C 0.0039 -0.9504 -2.1530 0.241
C 1.7374 2.1665 -1.8455 0.043
C 0.1578 0.5901 -0.1034 0.159
C -0.8603 -2.0619 -1.7069 0.012
C 1.1702 0.9952 -2.2581 0.029
C 1.4307 2.5715 -0.5307 0.138
C 0.6650 1.8060 0.3305 -0.062
C -1.8594 -1.0787 3.9876 0.000
C -0.5920 -0.2579 3.6963 -0.001
C 0.6058 -0.8030 -3.4322 0.251
H -0.2426 -2.8239 -1.2147 0.035
H 1.4667 0.7438 -4.3969 -0.005
H -0.4542 0.0281 0.5797 0.018
H -2.6048 -0.8933 3.2114 0.000
H 2.3602 2.7410 -2.5114 0.001
H -1.6593 -2.1455 4.0084 0.000
H -0.2780 -0.3950 2.6580 0.000
H -1.5547 -1.7109 -0.9444 0.005
H -1.3248 -2.5596 -2.5577 0.004
H -2.3355 -0.7066 4.9038 0.000
H 0.2213 -0.5728 4.3446 0.000
H 0.5563 2.0967 1.3679 -0.002
H 1.9221 3.4547 -0.1588 0.006
H -0.7795 0.8006 3.8525 0.000
H 0.5230 -1.5217 -4.2310 0.007
```



No. 2
The following is a quantum chemistry calculation of a single C11H15N2O4PS molecule in a non-equilibrium geometry, from the Open Molecules 2025 dataset.

Output
- Gap between HOMO and LUMO: 6.210 eV
- Maximum force: 8.42 eV/A
- Charge: 0
- Lowest unoccupied orbital energy: 0.217 eV

XYZ file:
```
34
Properties=species:S:1:pos:R:3:nbo_charge:R:1
S -0.4708 2.6011 -0.7956 0.789
P -1.9101 2.2325 -2.9372 2.491
O -0.6193 3.0286 -2.4152 -1.150
O -2.9641 2.1754 -1.9008 -1.140
O -1.4839 0.7282 -3.2535 -0.996
O -2.4525 2.9617 -4.2237 -0.936
N 1.5044 1.0217 -0.0226 -0.457
N -0.3094 -0.1915 -0.6768 -0.583
C -0.9847 -1.9577 1.4869 -0.210
C 1.8502 2.3580 0.5814 -0.204
C -0.8025 -4.1342 2.4493 -0.210
C 0.2226 0.9643 -0.5447 0.230
C 0.8996 3.4579 0.0074 -0.542
C -1.5127 -2.9432 2.2870 -0.205
C 1.6883 -0.2595 0.6628 -0.210
C 0.9436 -3.3793 1.0474 -0.208
C 0.4043 -4.3714 1.7923 -0.216
C 0.2099 -2.1737 0.7834 -0.014
C 0.7172 -1.1294 -0.1421 -0.097
H 1.8903 -3.5868 0.5511 0.207
H 2.8666 2.6009 0.3693 0.204
H 0.5987 4.1856 0.7687 0.258
H -1.3220 0.3576 -2.3825 0.528
H -1.5801 -1.0595 1.3481 0.230
H 0.9614 -5.2884 1.9662 0.215
H 1.5190 4.0159 -0.7314 0.213
H -2.4442 -2.8117 2.8168 0.215
H -1.7053 2.8159 -4.8321 0.493
H 1.2540 -1.5507 -0.9776 0.205
H 1.4119 -0.2409 1.7304 0.196
H 2.7576 -0.5705 0.4723 0.214
H -1.1527 -4.8560 3.1723 0.208
H -1.6968 2.7170 -0.1078 0.292
H 1.7116 2.2822 1.6504 0.191
```



No. 3
The following is a quantum chemistry calculation of a gas-phase ion, C11H15N3O7 (charge -2) in a non-equilibrium geometry, from the Open Molecules 2025 dataset.

Output
- SMILES: CNC(=O)[C@@H](CC(=O)[O-])NC(=O)[C@@H](CC(=O)[O-])NC(C)=O
- Gap between HOMO and LUMO: 7.361 eV
- Maximum force: 6.08 eV/A
- Charge: -2
- Lowest unoccupied orbital energy: 5.247 eV
- Energy above the lowest of the compared OMol25 structures with the same formula, charge and spin: 29.1 kcal/mol

XYZ file:
```
36
Properties=species:S:1:pos:R:3:nbo_charge:R:1
O -1.9046 2.6101 -2.3563 -0.796
O -1.1103 0.8139 3.3537 -0.795
O 3.3613 1.1029 2.1689 -0.684
O -2.2252 -3.1442 -1.3434 -0.689
O 1.3145 -1.1507 -0.6622 -0.682
O -0.0817 1.2219 5.1549 -0.786
O -0.5965 1.0454 -3.1591 -0.776
N 0.1502 -0.5901 1.2029 -0.606
N 1.7874 1.7945 0.7421 -0.593
N -0.9876 -1.4717 -2.0437 -0.582
C -1.6780 -2.5352 -2.2173 0.660
C 2.1944 0.9866 1.7250 0.676
C -0.0876 0.6751 4.0230 0.735
C 0.9664 -0.3299 3.5318 -0.512
C -1.0811 -0.7422 -0.8025 -0.158
C -1.3635 1.4619 -2.2850 0.752
C 2.6242 2.8290 0.1423 -0.415
C 0.2446 -0.7812 -0.0618 0.664
C 1.3362 -0.2721 2.0445 -0.124
C -1.6754 0.7163 -0.9504 -0.521
C -1.9300 -2.9312 -3.6263 -0.687
H -1.3606 -3.8317 -3.8297 0.213
H 3.1586 3.5269 0.7653 0.203
H 0.6173 -1.2859 3.8467 0.213
H 1.9105 -0.1677 4.0956 0.226
H -1.8317 -1.3359 -0.2426 0.244
H -1.3272 1.3222 -0.1515 0.221
H -0.7060 -0.2667 1.5896 0.444
H 3.4776 2.3155 -0.3775 0.193
H -0.7812 -0.8434 -2.8153 0.445
H -2.7832 0.6725 -1.0141 0.225
H 1.9837 3.2944 -0.6963 0.216
H -2.9427 -3.2228 -3.7828 0.219
H 0.8344 1.6716 0.3428 0.415
H 2.0649 -1.1046 1.9866 0.233
H -1.5723 -2.0535 -4.2979 0.210
```